{"formula": "C30H55As3N2OPd", "method": "wB97M-V/def2-TZVPD", "homo_ha": -0.2257, "total_energy_ev": -223024.8960, "fmax_ev_per_a": 2.98, "species": ["Pd", "C", "As", "C", "C", "C", "C", "C", "As", "C", "C", "C", "As", "C", "C", "H", "H", "H", "H", "H", "H", "H", "H", "H", "H", "H", "H", "H", "H", "H", "H", "H", "H", "H", "H", "H", "H", "H", "H", "H", "H", "H", "C", "C", "C", "C", "C", "C", "C", "N", "C", "C", "C", "C", "C", "C", "C", "N", "C", "C", "C", "C", "H", "H", "H", "H", "H", "H", "H", "H", "H", "H", "H", "H", "H", "H", "H", "H", "H", "H", "H", "H", "H", "H", "H", "H", "C", "O", "H", "H", "H", "H"], "positions_angstrom": [[14.823534, 11.012142, 7.283971], [18.096840, 8.941985, 7.908586], [17.161107, 10.561131, 7.436448], [18.374597, 11.203150, 5.993450], [17.819479, 11.633922, 8.962673], [17.453868, 13.119148, 9.153794], [18.331842, 13.549349, 10.358472], [15.996144, 13.426355, 9.537367], [14.537448, 13.140172, 8.194248], [13.091952, 13.874985, 9.344699], [14.674413, 14.798245, 7.154124], [17.934407, 13.927729, 7.907201], [18.075475, 15.902865, 8.220595], [18.432075, 16.424180, 6.381917], [19.927240, 16.175672, 8.841191], [19.161582, 9.123764, 8.103942], [17.897445, 8.220347, 7.078560], [17.628453, 8.510004, 8.757847], [19.392781, 11.332411, 6.364978], [18.049682, 12.153161, 5.631975], [18.409384, 10.467868, 5.194416], [18.922164, 11.523365, 9.041023], [17.484838, 11.107395, 9.830641], [18.184969, 12.954333, 11.254055], [18.001706, 14.553099, 10.632343], [19.394901, 13.528850, 10.089543], [15.966305, 14.503674, 9.863476], [15.741942, 12.760871, 10.406924], [13.488032, 14.741978, 9.917439], [12.700465, 13.223482, 10.135351], [12.239420, 14.156793, 8.698880], [14.887289, 15.663291, 7.790504], [13.650075, 14.933518, 6.756040], [15.410158, 14.781174, 6.334352], [17.261629, 13.785547, 7.046543], [18.931383, 13.530204, 7.680141], [17.575092, 16.199274, 5.769515], [19.310759, 15.924626, 6.001863], [18.609783, 17.493877, 6.374624], [20.013749, 15.919784, 9.901242], [20.151373, 17.223583, 8.709299], [20.644559, 15.615421, 8.214313], [8.402170, 9.956809, 9.615438], [8.893515, 10.020265, 8.202703], [8.528527, 11.371326, 7.537372], [8.134536, 8.879355, 7.499965], [10.393735, 9.781827, 8.067283], [10.979952, 9.562714, 6.810920], [12.340304, 9.427520, 6.713209], [13.128196, 9.473654, 7.766166], [12.616793, 9.562131, 8.966358], [11.216319, 9.718178, 9.180475], [13.585071, 9.656398, 10.093458], [13.306195, 10.450902, 11.198211], [14.282746, 10.625741, 12.167597], [15.447571, 9.954668, 11.985804], [15.668986, 9.104749, 10.856332], [14.742816, 8.968356, 9.967947], [13.893724, 11.361963, 13.416522], [15.111898, 11.684819, 14.293335], [13.121085, 12.643151, 13.097503], [12.911784, 10.461536, 14.158918], [7.301618, 10.051203, 9.660883], [8.841172, 10.726697, 10.241869], [8.648627, 9.029305, 10.099416], [7.514604, 11.598256, 7.813987], [8.654393, 11.299408, 6.451888], [9.191276, 12.123320, 7.935523], [7.095109, 9.058393, 7.693955], [8.430139, 7.932574, 7.907575], [8.276523, 8.909595, 6.396462], [10.389488, 9.532826, 5.902346], [12.839268, 9.257318, 5.749340], [10.808871, 9.836569, 10.155809], [12.380018, 10.996145, 11.141958], [16.246728, 10.010449, 12.756735], [16.588452, 8.535440, 10.633240], [15.865341, 12.274963, 13.798517], [15.647614, 10.809205, 14.658318], [14.817004, 12.228784, 15.191821], [13.689077, 13.272136, 12.374596], [13.046870, 13.199724, 14.025142], [12.168046, 12.425513, 12.697370], [13.463274, 9.570357, 14.435654], [11.974684, 10.306656, 13.613401], [12.705017, 11.032184, 15.066398], [15.298199, 6.435660, 7.621522], [15.222142, 7.757162, 7.104282], [15.045986, 5.708853, 6.872908], [14.672987, 6.306668, 8.486041], [16.327641, 6.203335, 7.973046], [14.888192, 8.356424, 7.788668]], "forces_ev_per_a": [[0.08, -0.02, 0.19], [0.32, -0.51, -1.30], [0.13, 0.92, -0.51], [0.38, -0.70, 0.79], [0.43, 0.04, -0.43], [0.70, 0.04, -0.19], [-0.39, 0.54, -0.37], [-0.17, -0.01, 0.45], [0.17, 0.39, 0.57], [-0.09, 0.45, 0.51], [-0.40, 0.40, -0.21], [0.17, 0.02, 0.71], [-0.35, -0.14, 0.25], [0.10, 0.11, 0.23], [0.08, -0.72, -0.27], [-0.22, -0.19, -0.19], [0.51, 0.55, 0.57], [-0.36, -0.32, 0.89], [0.05, -0.09, 0.13], [-0.41, 0.51, -0.37], [-0.19, -0.02, -0.12], [-0.36, 0.19, -0.40], [-0.58, -0.53, 0.72], [-0.13, -0.43, -0.01], [0.44, 0.25, 0.10], [-0.18, 0.12, 0.11], [-0.20, -0.94, -0.18], [0.02, 0.64, -0.57], [-0.30, -0.15, -0.64], [0.22, -0.36, -0.44], [0.46, 0.05, 0.32], [0.03, -0.14, 0.04], [0.58, 0.01, -0.11], [-0.42, -0.21, 0.28], [0.30, -0.03, 0.28], [-0.11, 0.20, -0.34], [-0.29, -0.05, -0.30], [0.24, -0.22, -0.20], [-0.02, 0.19, -0.09], [0.13, -0.01, -0.28], [-0.02, 0.40, 0.04], [-0.26, 0.04, 0.44], [-0.43, 0.71, 0.91], [0.01, -0.54, -1.13], [0.59, -1.04, 0.27], [0.46, 0.97, -1.20], [-0.21, -0.30, 0.15], [-0.46, 0.32, -0.03], [-0.24, -0.34, -1.02], [1.02, -0.20, 0.07], [-1.42, 0.60, 1.12], [1.33, -0.03, -1.18], [0.28, -0.11, 0.51], [0.16, -0.37, -1.84], [-0.97, -0.04, 0.07], [2.69, -1.25, 0.30], [0.10, 0.88, 1.33], [-1.35, -0.14, -1.57], [0.26, 0.36, -0.18], [-0.21, -0.24, 0.50], [2.12, 0.75, -0.21], [0.60, 0.69, 0.80], [0.50, 0.11, -0.09], [-0.07, 0.38, 0.13], [0.14, -0.65, 0.09], [-0.54, 0.30, -0.17], [-0.12, 0.18, 0.20], [0.13, 0.50, 0.01], [-0.73, -0.18, -0.02], [0.10, -0.61, 0.07], [-0.01, -0.24, 0.71], [-0.05, 0.05, 0.12], [-0.25, 0.13, 0.40], [-0.06, -0.06, 0.60], [-0.13, 0.12, 0.47], [-0.60, 0.03, -0.73], [-0.35, 0.47, 0.71], [0.12, 0.41, -0.48], [-0.21, -0.30, -0.06], [-0.17, 0.08, -0.05], [-0.41, -0.30, 0.41], [-0.35, 0.22, 0.08], [-1.11, -0.05, -0.36], [-0.48, -0.55, 0.04], [0.37, -0.29, 0.07], [-0.40, -0.34, 0.25], [1.15, 0.76, 0.46], [0.17, -0.88, -0.28], [-0.25, -0.24, -0.51], [-0.58, -0.08, 0.39], [-0.29, 0.10, -0.24], [0.04, -0.05, 0.03]], "mulliken_charge": [-1.329, -0.930, 1.240, -1.320, -1.868, 2.185, -2.186, -1.141, 1.369, -1.047, -1.293, -1.183, 0.208, -1.173, -1.190, 0.430, 0.323, 0.083, 0.340, 0.343, 0.444, 0.609, 0.338, 0.341, 0.556, 0.461, 0.606, -0.173, 0.344, 0.075, 0.439, 0.307, 0.510, 0.281, -0.058, 0.863, 0.268, 0.369, 0.427, 0.326, 0.442, 0.314, -2.125, 2.006, -1.607, -1.760, 0.278, -0.711, -1.102, -0.317, -0.755, 0.314, -0.471, 0.453, 0.612, -0.302, -1.198, -0.014, 2.020, -1.904, -1.552, -1.796, 0.406, 0.424, 0.473, 0.476, 0.348, 0.302, 0.538, 0.397, 0.325, 0.385, 0.419, 1.033, 0.271, 0.302, 0.468, 0.357, 0.421, 0.414, 0.102, 0.536, 0.439, 0.425, 0.283, 0.499, -0.707, -0.484, 0.328, 0.268, 0.235, 0.298]}